Record 1
The following is a DFT calculation (wB97M-V/def2-TZVPD) of a cluster of 2 separate species, CH6N2S2 in total in a non-equilibrium geometry.

Positions of all 11 atoms, in Å:
S: -1.980 -3.375 -3.629
S: -1.718 -5.063 -2.322
H: -3.219 -3.235 -3.271
H: -2.062 -6.082 -3.281
N: 2.212 2.874 1.357
C: 0.952 2.798 1.862
N: 0.652 1.796 2.520
H: 2.806 3.697 1.322
H: 2.694 1.980 1.207
H: -0.007 3.265 1.537
H: -0.330 1.345 2.698

Properties
ΔE to the lowest compared entry with this formula, charge and spin (eV): 1.670
Frontier orbital gap (eV): 9.047
SMILES: [H]/N=C/N.SS
Spin multiplicity: 1
E_tot (a.u.): -947.5166
E_LUMO (eV): 0.06

---

Record 2
The following is a DFT calculation (wB97M-V/def2-TZVPD) of a cluster of 2 separate species, CH6N2Si in total in a non-equilibrium geometry.

Positions of all 10 atoms, in Å:
C: 0.618 0.181 -0.064
N: 0.802 1.482 0.446
N: 0.717 1.239 -0.986
Si: -0.974 -0.814 0.035
H: 2.193 -0.545 0.120
H: -0.057 1.926 0.771
H: 1.632 1.352 -1.416
H: -0.929 -1.901 -0.932
H: -2.011 0.165 -0.320
H: -1.165 -1.265 1.412

Properties
ΔE to the lowest compared entry with this formula, charge and spin (eV): 4.739
Frontier orbital gap (eV): 10.046
Spin multiplicity: 1
E_tot (a.u.): -440.5123
E_LUMO (eV): 0.51

---

Record 3
The following is a DFT calculation (wB97M-V/def2-TZVPD) of an isolated molecule of CH6N2Si in a non-equilibrium geometry.

Positions of all 10 atoms, in Å:
C: 0.300 -2.048 -0.831
N: -1.038 1.604 0.476
N: 0.131 -1.100 -0.020
Si: 0.341 0.569 0.243
H: -0.217 -3.016 -0.534
H: -1.828 1.413 1.113
H: 0.885 -1.801 -1.740
H: -0.606 2.533 0.694
H: 1.238 0.379 1.297
H: 0.794 1.466 -0.698

Properties
ΔE to the lowest compared entry with this formula, charge and spin (eV): 0.247
Frontier orbital gap (eV): 10.091
SMILES: C=N[SiH2]N
Spin multiplicity: 1
E_tot (a.u.): -440.6774
E_LUMO (eV): 0.87

---

Record 4
The following is a DFT calculation (wB97M-V/def2-TZVPD) of a cluster of 2 separate species, CH6N3 in total in a non-equilibrium geometry.

Positions of all 10 atoms, in Å:
C: -0.223 0.264 0.136
N: 0.605 -0.657 -1.876
N: 0.289 1.380 0.653
N: -1.038 -0.660 0.733
H: 0.528 -1.620 -1.546
H: 1.734 -0.433 -1.734
H: 1.019 2.004 0.242
H: -0.062 1.734 1.614
H: -1.342 -1.390 0.093
H: -1.509 -0.622 1.686

Properties
ΔE to the lowest compared entry with this formula, charge and spin (eV): 5.075
Frontier orbital gap (alpha / beta) (eV): 9.588 / 9.935
Net charge: +1
Spin multiplicity: 1
E_tot (a.u.): -205.5709
E_LUMO (alpha / beta) (eV): -6.44 / -5.71

---

> What is the ΔE to the lowest compared entry with this formula, charge and spin in the fourth record?

5.075 eV

---

> Which of these has the highest ΔE to the lowest compared entry with this formula, charge and spin?

CH6N3

---

> Among the records above, which one has the lowest E_tot?

CH6N2S2